The following is a DFT calculation (ωB97M-V/def2-TZVPD) of a molecular structure, C30H50Br20F6IO4PSi2.

```
114
Properties=species:S:1:pos:R:3:forces:R:3:lowdin_charge:R:1
C 5.287 -1.729 0.423 0.6217 0.3518 1.5577 -0.221
C 4.749 -0.171 0.707 0.4052 -2.2796 -1.4756 -0.703
Br 4.063 -0.214 2.620 0.4174 0.8395 -1.5945 0.583
C 3.547 0.088 -0.374 1.8140 0.7092 -0.0560 -0.719
Br 2.130 -1.282 -0.041 0.5529 0.9067 -0.4198 0.667
Si 2.870 1.932 -0.362 -0.4030 -1.5369 1.4059 0.484
C 4.216 3.226 -0.824 1.4684 0.9779 -1.5361 -0.307
P 5.656 3.399 0.410 0.8070 0.1241 4.4833 0.681
O 5.416 2.769 1.837 0.6105 1.7179 -5.1986 -0.397
O 5.868 5.141 0.684 -1.1616 -2.8410 0.2246 -0.251
O 7.123 2.769 -0.314 -2.5175 3.0773 0.3498 -0.241
O 2.096 2.170 1.194 0.8129 3.1133 -2.1970 -0.394
Si 1.977 3.858 1.650 -2.5323 -2.0489 3.0548 0.190
F 0.805 3.920 3.019 2.6763 -0.1728 -3.3502 -0.311
I 1.101 5.386 -0.078 0.3439 -0.4707 0.6824 0.608
C 1.581 1.963 -1.846 -1.8114 -0.2945 -1.3828 -0.332
F 1.969 3.075 -2.788 -1.1029 -2.6501 2.2487 -0.150
F 1.663 0.712 -2.656 0.0738 3.0352 1.6945 -0.088
C 0.028 2.114 -1.358 -4.7006 1.5106 -0.2339 -0.099
C -0.911 3.185 -2.234 -1.9675 -1.4674 2.7877 -0.035
C -2.509 3.479 -1.853 2.9802 -2.1938 3.7284 -0.249
C -3.232 2.702 -0.566 4.1352 -1.0520 -0.6979 0.012
C -2.308 1.594 0.280 1.4786 1.3986 -3.0587 -0.013
C -2.873 0.707 1.549 0.8861 0.9376 0.7152 -0.223
F -2.062 -0.553 1.699 -3.1273 3.8574 -0.3245 -0.019
F -2.595 1.518 2.779 -1.2067 -2.9065 -3.4005 -0.009
F -4.329 0.435 1.510 4.9287 0.5582 0.2959 0.010
C -0.709 1.321 -0.129 -1.5371 2.3638 -1.7161 0.069
H 5.098 -2.082 -0.677 0.4344 0.7416 2.1348 0.081
H 6.442 -1.714 0.720 -2.4851 -0.2382 -1.0053 0.054
H 4.777 -2.438 1.232 1.0124 1.3995 -2.1343 0.008
H 5.693 0.507 0.568 -2.2346 -0.8506 0.5299 0.088
H 3.998 -0.090 -1.463 -0.9985 0.1528 2.3209 0.106
H 3.803 4.311 -1.059 0.7735 -2.2837 0.6184 0.049
H 4.696 2.855 -1.853 -1.0343 0.7052 2.0979 0.104
H 5.366 5.355 1.548 1.2031 -0.8088 -1.8082 0.088
H 7.550 3.511 -0.849 -0.5346 -1.2967 0.8443 0.074
H 3.266 4.278 2.253 -0.4079 0.0367 -0.3519 -0.011
H -0.468 3.800 -3.153 -0.9358 -1.5881 2.3487 0.051
H -3.164 4.261 -2.472 2.5400 -1.3351 2.5087 -0.042
H -4.362 2.923 -0.252 2.8641 -0.6096 -0.8171 0.115
H -0.089 0.564 0.511 -1.4049 1.5949 -1.3734 0.068
Br 1.259 5.620 -7.799 0.0421 -0.0202 0.1305 0.598
C 2.459 4.397 -6.869 0.1282 0.1087 -0.2265 -0.698
C 1.909 2.990 -6.862 0.0156 -0.1659 0.2001 -0.676
Br 0.482 2.797 -5.546 -0.0687 -0.0575 -0.3577 0.676
H 2.619 4.806 -5.867 -0.1069 -0.2002 -0.2161 0.052
H 3.399 4.441 -7.428 -0.1733 -0.0727 0.0951 0.058
H 2.678 2.276 -6.553 -0.0928 0.1711 -0.0378 0.061
H 1.499 2.679 -7.826 0.1236 0.1912 0.2191 0.053
Br 6.909 -1.968 3.571 0.2446 -0.1989 0.2889 0.622
C 6.030 -2.915 5.032 0.2917 0.0110 0.0403 -0.670
C 5.335 -4.162 4.536 -0.2569 -0.1057 0.0806 -0.671
Br 3.660 -3.725 3.637 0.1081 -0.1699 0.0226 0.612
H 5.354 -2.203 5.513 0.0769 -0.2225 -0.1835 0.057
H 6.834 -3.173 5.727 -0.1723 -0.0085 -0.1226 0.057
H 5.048 -4.803 5.374 0.0919 0.1527 -0.0997 0.059
H 5.935 -4.741 3.829 -0.0768 0.2352 0.1899 0.056
Br -0.411 -4.107 1.023 0.1577 0.0347 0.0302 0.592
C 0.987 -5.292 0.356 -0.1423 0.1134 -0.2197 -0.694
C 0.784 -6.707 0.846 0.1985 -0.1921 0.0721 -0.689
Br 1.331 -6.895 2.709 -0.1467 -0.0166 -0.0972 0.585
H 1.944 -4.861 0.661 -0.2134 -0.1793 0.0062 0.039
H 0.903 -5.246 -0.734 0.0153 -0.0727 0.1904 0.060
H 1.420 -7.403 0.292 -0.0943 0.1801 0.0456 0.057
H -0.255 -7.043 0.783 0.2373 0.1952 -0.0020 0.053
Br -2.777 -4.045 4.834 -0.0855 0.0993 -0.0962 0.596
C -3.567 -2.451 4.034 0.2673 0.0387 0.1226 -0.702
C -4.887 -2.110 4.685 -0.0901 0.1870 -0.0748 -0.675
Br -6.308 -3.289 4.058 0.0117 -0.0420 0.0727 0.611
H -3.648 -2.640 2.960 -0.0693 0.0682 0.2915 0.050
H -2.836 -1.656 4.205 -0.2077 -0.0866 -0.0311 0.056
H -5.208 -1.103 4.402 0.0905 -0.1789 -0.0059 0.060
H -4.866 -2.187 5.775 0.0500 -0.0635 -0.2729 0.035
Br -5.957 5.945 -5.397 0.0752 -0.0040 0.0061 0.604
C -4.559 4.760 -6.063 -0.0904 -0.0049 -0.1962 -0.685
C -4.763 3.345 -5.573 -0.2239 -0.3137 -0.0779 -0.668
Br -4.216 3.157 -3.710 -1.5698 -0.7575 -2.3387 0.855
H -3.602 5.191 -5.758 -0.2240 -0.1749 -0.0271 0.059
H -4.643 4.806 -7.153 0.0488 -0.0821 0.1736 0.005
H -4.126 2.649 -6.127 -0.1036 0.1746 0.0538 0.056
H -5.801 3.008 -5.637 0.2444 0.1814 -0.1376 0.034
Br -7.211 -2.826 8.069 -0.1032 -0.0252 0.0784 0.603
C -8.266 -4.457 8.243 0.2858 -0.0814 0.0517 -0.685
C -8.896 -4.844 6.925 -0.2240 -0.1464 -0.0148 -0.711
Br -10.446 -3.727 6.530 0.1362 -0.0334 -0.0613 0.604
H -8.995 -4.282 9.038 0.1153 -0.0330 -0.2950 0.054
H -7.555 -5.221 8.569 -0.1290 0.0846 -0.1284 0.047
H -9.285 -5.865 6.968 0.0903 0.1586 0.0814 0.057
H -8.214 -4.755 6.075 -0.0754 0.0784 0.2728 0.007
Br -4.840 5.144 -10.204 -0.0456 -0.1048 -0.0426 0.617
C -6.624 4.390 -10.428 -0.0081 0.2572 -0.0680 -0.685
C -7.157 3.848 -9.123 -0.1908 -0.1765 -0.0020 -0.680
Br -6.343 2.130 -8.688 0.0144 0.1121 0.0395 0.631
H -6.556 3.635 -11.216 -0.0294 0.1271 0.2876 0.054
H -7.241 5.222 -10.781 0.0711 -0.1677 0.1267 0.060
H -8.229 3.644 -9.198 0.1963 0.0693 -0.0381 0.062
H -6.977 4.511 -8.272 -0.0088 -0.0786 -0.2482 0.033
Br 10.625 4.251 0.835 -0.1293 -0.1027 -0.0603 0.605
C 10.643 2.316 0.595 0.1046 0.0462 0.2428 -0.692
C 11.388 1.927 -0.661 -0.0177 -0.2187 -0.0556 -0.686
Br 10.306 2.246 -2.252 0.0700 0.0662 0.0202 0.602
H 9.601 1.984 0.602 0.2501 0.0742 -0.0883 0.040
H 11.150 1.924 1.481 -0.0490 0.0369 -0.2127 0.061
H 11.596 0.853 -0.669 -0.0751 0.1880 0.0545 0.059
H 12.325 2.475 -0.796 -0.2881 -0.0737 0.0936 0.054
Br -5.343 -7.843 7.283 -0.0235 0.1278 -0.0445 0.601
C -6.006 -7.361 5.513 -0.2128 -0.0492 0.1178 -0.704
C -5.362 -8.207 4.439 0.1167 0.0710 -0.2695 -0.688
Br -3.544 -7.607 4.065 -0.1072 -0.2036 0.0329 0.583
H -5.830 -6.290 5.387 0.0719 -0.2489 -0.0603 0.024
H -7.084 -7.545 5.554 0.1817 -0.0242 -0.0694 0.054
H -5.897 -8.100 3.491 0.0292 0.0315 0.2095 0.059
H -5.302 -9.267 4.699 -0.0641 0.3027 0.0388 0.052
```
Forces are in eV/Å.

The value obtained for the HOMO-LUMO gap is 7.975 eV. The value obtained for the molar mass is 2400.8 g/mol. The HOMO energy comes out at -8.800 eV.